1.
Below is a structure of composition C3H9N3P, with properties calculated with ωB97M-V with the def2-TZVPD basis set.

gap between HOMO and LUMO	0.2791	Eh
spin multiplicity	1
charge	+1
energy relative to the best compared isomer or geometry (same formula, charge and spin)	92.5	kcal per mole

```
16
C3H9N3P, DFT ωB97M-V with the def2-TZVPD basis set
C -0.939 -1.091 -0.507
C 0.944 -0.071 -0.788
C 2.241 -0.480 -0.204
N 0.110 -1.077 -1.230
N -1.102 -0.075 0.363
N 0.053 0.629 0.500
P -3.167 1.038 0.117
H -1.699 -1.733 -0.620
H 0.861 0.810 -1.467
H 2.284 -1.407 0.455
H 2.785 0.217 0.504
H 3.050 -0.741 -0.997
H 0.573 0.382 1.386
H -0.075 1.634 0.198
H -2.560 1.925 1.187
H -3.358 0.041 1.101
```

2.
Below is a structure of composition C25H34Br4Cl2F9MgN3O6PS, with properties calculated with ωB97M-V with the def2-TZVPD basis set.

gap between HOMO and LUMO	0.0441	Eh
spin multiplicity	1
charge	+1
energy relative to the best compared isomer or geometry (same formula, charge and spin)	0.0	kcal per mole

```
86
C25H34Br4Cl2F9MgN3O6PS, DFT ωB97M-V with the def2-TZVPD basis set
C 0.759 -4.554 1.394
C 2.078 -3.958 0.872
N 1.827 -3.352 -0.440
C 2.885 -2.663 -1.142
Br 4.680 -2.864 -0.340
O 2.613 -1.323 -1.400
C 2.425 -0.471 -0.258
C 3.602 0.505 -0.227
C 3.954 1.251 1.089
O 5.304 1.664 1.002
C 3.805 0.418 2.355
F 2.531 0.203 2.675
F 4.379 1.026 3.377
F 4.399 -0.778 2.214
C 1.079 0.239 -0.560
S 0.748 1.585 0.606
C -0.114 -0.745 -0.449
C -0.444 -1.062 0.992
O 0.360 -1.404 1.807
C -1.872 -0.961 1.433
C -2.672 -2.134 1.415
C -4.017 -2.085 1.798
C -4.575 -0.873 2.213
C -3.766 0.280 2.284
C -2.426 0.232 1.899
O 1.177 0.666 -1.919
C 0.401 1.778 -2.293
H -0.087 -4.050 0.938
H 0.690 -5.620 1.197
H 0.697 -4.429 2.468
H 2.408 -3.218 1.587
H 2.784 -4.781 0.815
H 1.511 -4.093 -1.054
H 2.997 -3.115 -2.118
H 2.297 -1.038 0.658
H 4.502 0.015 -0.573
H 3.384 1.272 -0.966
H 3.386 2.169 1.178
H 5.849 0.891 0.825
H -0.506 1.895 0.261
H 0.031 -1.646 -1.038
H -0.967 -0.218 -0.880
H -2.218 -3.061 1.101
H -4.649 -2.963 1.775
H -5.614 -0.823 2.496
H -4.189 1.209 2.631
H -1.833 1.131 1.983
H 0.865 2.716 -2.002
H 0.376 1.772 -3.381
H -0.634 1.733 -1.954
N 0.049 5.201 -3.253
C -1.204 5.225 -3.679
C -1.603 5.945 -4.797
C -0.641 6.670 -5.495
C 0.670 6.655 -5.062
C 0.960 5.902 -3.933
H -1.919 4.651 -3.101
H -2.658 5.929 -5.096
H -0.901 7.262 -6.384
H 1.444 7.207 -5.575
H 1.971 5.854 -3.548
Mg -2.604 6.414 -7.119
C 0.483 -2.062 -4.068
N -0.206 -3.231 -4.679
O 0.086 -4.334 -4.267
O -1.021 -2.995 -5.546
H 1.174 -2.419 -3.316
H 1.008 -1.537 -4.860
H -0.280 -1.428 -3.626
C -0.592 -3.166 5.319
Br -2.122 -2.908 4.148
Br -1.060 -2.627 7.093
Br 0.050 -4.972 5.257
H 0.191 -2.509 4.963
F -0.046 2.377 4.732
P 1.000 3.595 4.296
F 0.001 3.705 2.960
F 1.973 4.727 4.995
F 2.112 3.666 3.053
F 2.055 2.518 4.958
F -0.139 4.577 4.978
C -7.819 -4.125 0.868
Cl -6.332 -4.661 1.665
Cl -7.573 -2.617 -0.022
H -8.133 -4.894 0.173
H -8.574 -3.961 1.626
```

3.
Below is a cluster of 2 separate species, C14H16 in total, with properties calculated with ωB97M-V with the def2-TZVPD basis set.

gap between HOMO and LUMO	0.3636	Eh
spin multiplicity	1
charge	0
energy relative to the best compared isomer or geometry (same formula, charge and spin)	0.0	kcal per mole

```
30
C14H16, DFT ωB97M-V with the def2-TZVPD basis set
C 0.508 -3.125 2.209
C 2.282 -0.683 -0.079
C 1.657 -1.231 1.025
C 2.399 -1.421 -1.254
C 1.167 -2.535 0.990
C 1.898 -2.708 -1.306
C 1.294 -3.263 -0.181
H 2.671 0.327 -0.046
H 1.551 -0.649 1.934
H 2.886 -0.974 -2.113
H 1.989 -3.280 -2.221
H 1.173 -3.036 3.070
H 0.283 -4.182 2.069
H 0.922 -4.280 -0.252
H -0.426 -2.620 2.456
C -2.674 1.031 1.555
C -1.006 1.090 -0.333
C -1.978 1.736 0.420
C -0.373 1.744 -1.381
C -2.291 3.058 0.116
C -0.693 3.060 -1.676
C -1.655 3.720 -0.924
H -0.728 0.062 -0.129
H 0.388 1.224 -1.953
H -2.656 1.639 2.463
H -2.180 0.087 1.779
H -3.040 3.571 0.710
H -0.194 3.580 -2.484
H -1.900 4.750 -1.159
H -3.727 0.838 1.340
```

4.
Below is a cluster of 5 separate species, CH12O4S2 in total, with properties calculated with ωB97M-V with the def2-TZVPD basis set.

gap between HOMO and LUMO	0.3487	Eh
spin multiplicity	1
charge	0
energy relative to the best compared isomer or geometry (same formula, charge and spin)	21.9	kcal per mole

```
19
CH12O4S2, DFT ωB97M-V with the def2-TZVPD basis set
C -2.038 2.215 1.080
S -1.955 0.380 1.110
S -3.470 -0.037 -0.284
H -1.450 2.497 2.031
H -3.128 2.588 1.182
H -1.558 2.668 0.204
H -2.533 -0.013 -1.196
H 3.182 -1.090 2.007
H 2.437 -0.176 0.968
O 2.366 -1.166 1.389
H 1.158 0.795 -0.781
H 0.628 0.926 0.624
O 1.323 1.333 0.011
H 0.490 -0.720 -3.183
H 0.547 -1.547 -1.912
O 0.507 -0.552 -2.229
H 1.416 -2.180 0.207
H 1.338 -3.294 -0.801
O 0.741 -2.627 -0.428
```

5.
Below is a cluster of 5 separate species, C4H17NO5S2 in total, with properties calculated with ωB97M-V with the def2-TZVPD basis set.

gap between HOMO and LUMO	0.3477	Eh
spin multiplicity	1
charge	0
energy relative to the best compared isomer or geometry (same formula, charge and spin)	0.0	kcal per mole

```
29
C4H17NO5S2, DFT ωB97M-V with the def2-TZVPD basis set
S -2.133 0.846 2.688
S -0.746 -0.615 2.476
C -0.421 -0.682 0.697
C 0.740 0.186 0.186
C 0.838 1.549 0.858
N 0.561 0.357 -1.262
C 1.211 -0.399 -2.168
O 2.169 -1.119 -1.913
H -3.285 0.174 2.493
H -1.338 -0.492 0.138
H -0.186 -1.727 0.505
H 1.689 -0.317 0.330
H 1.102 1.453 1.911
H 1.631 2.155 0.415
H -0.092 2.109 0.804
H -0.303 0.807 -1.551
H 0.881 -0.252 -3.207
H -1.214 3.051 -1.595
H -2.154 2.377 -0.593
O -1.704 2.233 -1.438
H 2.210 -3.884 -0.451
H 1.897 -2.410 -0.733
O 1.518 -3.226 -0.340
H 0.085 -3.035 -1.646
H -1.345 -2.981 -2.224
O -0.536 -2.470 -2.137
H 2.614 3.259 -2.209
H 1.547 2.243 -1.803
O 1.673 3.178 -2.021
```

6.
Below is a structure of composition C20H19OPW, with properties calculated with ωB97M-V with the def2-TZVPD basis set.

gap between HOMO and LUMO (alpha / beta)	0.2118 / 0.2154	Eh
spin multiplicity	3
<S²>	2.10
charge	+2

```
42
C20H19OPW, DFT ωB97M-V with the def2-TZVPD basis set
W 1.979 -0.333 1.007
C 3.648 -2.071 0.654
H 3.007 -2.886 0.336
H 3.991 -1.519 -0.216
H 4.525 -2.529 1.159
H 3.199 -1.511 1.576
H 1.537 -1.054 2.620
O 2.530 -0.482 -2.239
C 2.179 -0.031 -1.173
C 1.912 1.326 -0.533
C 2.962 2.240 -0.398
C 3.094 2.877 0.835
C 2.051 2.816 1.811
C 0.797 2.226 1.520
C 0.784 1.360 0.372
P -0.206 -0.255 0.466
C -1.827 0.035 1.175
C -2.642 -1.098 1.363
C -3.977 -0.924 1.739
C -4.496 0.368 1.936
C -3.671 1.474 1.722
C -2.354 1.316 1.337
C -0.699 -0.810 -1.221
C -1.244 0.109 -2.126
C -1.481 -0.296 -3.448
C -1.167 -1.605 -3.842
C -0.664 -2.527 -2.910
C -0.419 -2.131 -1.592
H 3.663 2.312 -1.215
H 3.943 3.581 0.946
H 2.270 3.351 2.734
H -0.014 2.148 2.255
H -2.214 -2.093 1.185
H -4.605 -1.804 1.886
H -5.536 0.477 2.236
H -4.078 2.463 1.869
H -1.716 2.168 1.138
H -1.441 1.140 -1.808
H -1.874 0.423 -4.177
H -1.321 -1.897 -4.885
H -0.439 -3.540 -3.243
H 0.013 -2.813 -0.852
```

7.
Below is a structure of composition C19H24N3O2PbS2, with properties calculated with ωB97M-V with the def2-TZVPD basis set.

gap between HOMO and LUMO (alpha / beta)	0.1782 / 0.1874	Eh
spin multiplicity	1
charge	+1

```
51
C19H24N3O2PbS2, DFT ωB97M-V with the def2-TZVPD basis set
Pb 0.484 0.001 -0.310
C -2.138 2.181 -0.958
N -1.917 1.393 0.257
C -2.964 0.381 0.520
C -3.129 -0.641 -0.600
N -1.993 -1.572 -0.691
C -1.775 -2.008 -2.084
C -2.014 -2.690 0.192
C -3.187 -3.249 0.679
C -3.178 -4.414 1.438
C -1.983 -5.058 1.744
C -0.802 -4.513 1.306
C -0.785 -3.323 0.547
S 0.778 -2.717 0.148
C -1.604 2.160 1.396
C -2.022 3.477 1.542
C -1.750 4.182 2.700
C -1.048 3.590 3.757
C -0.614 2.297 3.637
C -0.845 1.577 2.447
S -0.062 0.056 2.301
H -3.142 2.618 -0.995
H -2.006 1.549 -1.835
H -1.387 2.968 -1.004
H -3.926 0.886 0.676
H -2.708 -0.146 1.439
H -3.223 -0.137 -1.558
H -4.078 -1.155 -0.440
H -2.667 -2.493 -2.494
H -0.949 -2.714 -2.132
H -1.527 -1.148 -2.708
H -4.147 -2.809 0.457
H -4.120 -4.834 1.766
H -1.985 -5.980 2.309
H 0.144 -4.979 1.546
H -2.585 3.959 0.756
H -2.112 5.197 2.799
H -0.837 4.150 4.657
H -0.046 1.824 4.426
N 3.026 -0.114 0.098
C 3.843 1.077 -0.227
C 3.487 2.265 0.655
C 2.156 2.944 0.177
O 2.238 4.030 -0.373
O 1.103 2.249 0.416
H 3.141 -0.341 1.084
H 3.366 -0.919 -0.421
H 3.676 1.328 -1.277
H 4.906 0.850 -0.114
H 4.270 3.016 0.608
H 3.331 1.942 1.689
```

8.
Below is a structure of composition C11H23O6Zn, with properties calculated with ωB97M-V with the def2-TZVPD basis set.

gap between HOMO and LUMO	0.2990	Eh
spin multiplicity	1
charge	+1

```
41
C11H23O6Zn, DFT ωB97M-V with the def2-TZVPD basis set
C -0.700 -2.395 2.047
O -0.892 -1.092 1.509
C -2.138 -0.592 1.978
C -2.732 0.343 0.973
O -1.949 0.349 -0.208
C -2.668 0.746 -1.372
C -2.119 0.030 -2.581
O -0.839 -0.490 -2.368
C 0.144 -0.469 -3.361
Zn 0.048 0.121 0.073
H 0.336 -2.648 2.267
H -1.084 -2.515 3.071
H -1.181 -3.141 1.400
H -2.055 -0.147 2.979
H -2.899 -1.368 2.156
H -2.861 1.366 1.349
H -3.736 -0.054 0.759
H -2.531 1.830 -1.492
H -3.756 0.605 -1.304
H -2.062 0.761 -3.404
H -2.767 -0.819 -2.842
H 1.095 -0.364 -2.806
H -0.050 -1.302 -4.048
H 0.116 0.428 -3.994
O 1.139 2.438 -2.012
C 0.819 1.984 -0.911
C 1.219 2.900 0.263
O 1.547 2.037 1.344
C 2.793 1.406 1.159
C 2.722 -0.048 1.521
O 1.806 -0.687 0.622
C 2.355 -1.942 0.244
H 2.064 3.573 0.034
H 0.399 3.576 0.545
H 3.580 1.900 1.751
H 3.075 1.408 0.092
H 3.757 -0.423 1.522
H 2.455 -0.212 2.575
H 1.987 -2.468 -0.639
H 3.444 -1.935 0.104
H 2.121 -2.692 1.008
```

9.
Below is an isolated molecule of C20H18N8O2S, with properties calculated with ωB97M-V with the def2-TZVPD basis set.

gap between HOMO and LUMO	0.3031	Eh
spin multiplicity	1
charge	0

```
49
C20H18N8O2S, DFT ωB97M-V with the def2-TZVPD basis set
C 5.759 4.461 4.961
C 5.043 3.545 4.018
C 3.666 3.628 3.841
C 3.007 2.772 2.984
C 3.713 1.799 2.275
C 5.095 1.713 2.451
C 5.746 2.574 3.310
H 6.817 2.498 3.437
H 5.656 0.965 1.908
C 3.050 0.885 1.366
N 1.788 0.964 1.201
N 1.091 0.154 0.368
C 1.520 -0.864 -0.435
O 2.664 -1.247 -0.540
C 0.403 -1.470 -1.211
C -0.632 -0.860 -1.912
N -1.305 -1.913 -2.463
C -2.429 -1.940 -3.253
N -2.988 -0.920 -3.840
O -4.050 -1.392 -4.497
N -4.185 -2.730 -4.341
C -3.199 -3.125 -3.573
N -2.977 -4.364 -3.115
H -3.486 -5.122 -3.532
H -2.075 -4.530 -2.689
N -0.706 -3.068 -2.113
N 0.300 -2.807 -1.390
C -1.067 0.539 -2.022
H -0.220 1.223 -2.026
H -1.702 0.693 -2.894
S -2.045 1.003 -0.514
C -3.334 -0.228 -0.677
C -4.462 0.066 -1.425
C -5.423 -0.912 -1.617
C -5.250 -2.172 -1.068
C -4.128 -2.452 -0.305
C -3.168 -1.476 -0.098
H -2.293 -1.685 0.501
H -3.995 -3.432 0.128
H -5.991 -2.938 -1.237
H -6.297 -0.693 -2.210
H -4.575 1.046 -1.863
H 0.099 0.375 0.398
H 3.684 0.160 0.861
H 1.939 2.837 2.846
H 3.106 4.377 4.384
H 5.988 3.936 5.889
H 5.148 5.327 5.203
H 6.699 4.800 4.531
```

10.
Below is the ion C5H11N2S with charge +1, with properties calculated with ωB97M-V with the def2-TZVPD basis set.

gap between HOMO and LUMO	0.3002	Eh
spin multiplicity	1
charge	+1
energy relative to the best compared isomer or geometry (same formula, charge and spin)	60.7	kcal per mole

```
19
C5H11N2S, DFT ωB97M-V with the def2-TZVPD basis set
C 0.988 -0.929 0.458
C -0.292 0.996 -0.490
C 0.984 -1.245 -1.098
C -1.095 0.079 -1.462
C 0.014 0.701 1.869
N 0.197 0.292 0.638
N -0.388 -1.174 -1.685
S -0.709 2.170 2.274
H 0.425 -1.627 1.030
H 1.990 -0.916 0.684
H 0.613 1.302 -1.042
H -1.005 1.808 -0.125
H 1.448 -0.371 -1.615
H 1.640 -2.117 -1.211
H -1.926 -0.160 -0.846
H -1.471 0.659 -2.303
H 0.202 -0.090 2.606
H -1.040 -1.839 -1.283
H -0.577 2.462 3.602
```

11.
Below is an isolated molecule of C6H10, with properties calculated with ωB97M-V with the def2-TZVPD basis set.

gap between HOMO and LUMO (alpha / beta)	0.2292 / 0.2942	Eh
spin multiplicity	3
<S²>	2.01
charge	0
energy relative to the best compared isomer or geometry (same formula, charge and spin)	43.2	kcal per mole

```
16
C6H10, DFT ωB97M-V with the def2-TZVPD basis set
C -1.189 -0.220 0.294
C -2.704 0.023 -0.167
C 0.989 1.336 0.233
C 0.044 0.276 -0.411
C 1.509 0.155 0.036
C 2.698 -0.711 -0.063
H -1.116 0.374 1.246
H -1.120 -1.312 0.483
H -2.897 0.907 -0.669
H -3.228 -0.002 0.747
H 0.950 2.196 0.936
H -2.932 -0.792 -0.845
H -0.156 0.473 -1.400
H 2.669 -1.606 0.583
H 3.591 -0.098 0.235
H 2.893 -0.998 -1.236
```

12.
Below is a structure of composition C18H38BeF5N3O6S2, with properties calculated with ωB97M-V with the def2-TZVPD basis set.

gap between HOMO and LUMO	0.2210	Eh
spin multiplicity	1
charge	-2
energy relative to the best compared isomer or geometry (same formula, charge and spin)	0.0	kcal per mole

```
73
C18H38BeF5N3O6S2, DFT ωB97M-V with the def2-TZVPD basis set
Be 1.427 -0.875 1.884
F 2.935 -2.543 2.893
F 0.020 -2.949 2.385
F 3.352 -0.893 0.690
N 0.572 0.012 3.723
S -0.841 0.335 4.350
O -0.877 1.644 4.933
O -1.627 -0.739 4.860
F -1.570 0.615 2.924
S 1.185 -0.662 5.194
O 1.140 -2.069 5.273
O 1.108 0.116 6.394
F 2.694 -0.326 4.781
C -3.243 -0.374 -0.057
C -2.835 -1.767 -0.595
C -3.520 -1.877 -1.971
C -3.071 -3.059 -2.826
C -1.544 -3.100 -2.941
C -0.789 -2.812 -1.647
N -1.368 -1.771 -0.808
O -0.633 -1.574 0.378
C -0.684 -4.202 -0.939
C 0.630 -2.389 -2.030
C -3.272 -2.865 0.415
H -4.300 -0.292 -0.323
H -2.614 0.421 -0.443
H -3.243 -0.407 1.034
H -4.602 -1.746 -2.019
H -3.123 -1.090 -2.631
H -3.487 -2.915 -3.826
H -3.447 -3.995 -2.398
H -1.249 -2.434 -3.762
H -1.201 -4.066 -3.314
H -0.196 -4.883 -1.648
H 0.047 -4.233 -0.128
H -1.661 -4.645 -0.766
H 1.163 -3.088 -2.678
H 0.561 -1.475 -2.631
H 1.269 -2.126 -1.186
H -2.547 -2.882 1.230
H -3.365 -3.857 -0.018
H -4.237 -2.550 0.819
H -0.847 -2.364 0.928
C -0.416 1.739 -1.869
C 0.952 2.166 -1.364
C 1.454 3.365 -2.196
C 2.661 4.185 -1.676
C 2.437 4.369 -0.166
C 1.967 3.211 0.757
N 0.882 2.501 0.055
O 0.447 1.400 0.818
C 3.083 2.256 1.205
C 1.302 3.929 1.954
C 1.926 1.026 -1.756
H -1.211 2.164 -1.248
H -0.668 0.674 -1.882
H -0.583 1.996 -2.920
H 1.855 2.940 -3.121
H 0.571 3.958 -2.447
H 2.495 5.131 -2.197
H 3.616 3.777 -1.995
H 2.263 5.414 0.079
H 3.469 4.261 0.212
H 3.496 1.691 0.374
H 3.852 2.861 1.692
H 2.654 1.633 1.987
H 1.253 3.395 2.906
H 1.755 4.898 2.182
H 0.252 4.172 1.772
H 1.929 0.159 -1.088
H 2.966 1.363 -1.789
H 1.729 0.566 -2.728
H -0.496 1.550 0.943
```

13.
Below is an isolated molecule of C3H7NOS, with properties calculated with ωB97M-V with the def2-TZVPD basis set.

gap between HOMO and LUMO	0.3083	Eh
spin multiplicity	1
charge	0
energy relative to the best compared isomer or geometry (same formula, charge and spin)	140.4	kcal per mole

```
13
C3H7NOS, DFT ωB97M-V with the def2-TZVPD basis set
C 0.768 -1.683 -0.162
C -0.250 1.899 0.104
C 0.702 -0.523 -0.780
N -1.661 -0.332 0.482
O -2.968 -0.800 0.116
S -0.960 0.380 -0.709
H -3.216 -0.123 -0.561
H -0.167 -1.955 0.490
H 1.511 -2.382 -0.204
H -0.982 2.634 0.345
H 0.410 2.338 -0.765
H 0.311 1.581 0.919
H 1.344 -0.056 -1.349
```

14.
Below is an isolated molecule of C5H6O, with properties calculated with ωB97M-V with the def2-TZVPD basis set.

gap between HOMO and LUMO	0.3912	Eh
spin multiplicity	1
charge	0
energy relative to the best compared isomer or geometry (same formula, charge and spin)	66.6	kcal per mole

```
12
C5H6O, DFT ωB97M-V with the def2-TZVPD basis set
C -0.154 -1.554 0.302
C 0.856 -0.453 0.664
C 0.888 0.529 -0.407
C 0.482 1.285 -1.280
C -0.775 1.970 -0.905
O -1.797 1.378 -0.646
H -1.158 -1.126 0.203
H 0.113 -1.997 -0.663
H -0.163 -2.336 1.067
H 1.853 -0.840 0.877
H 0.526 0.087 1.567
H -0.670 3.057 -0.779
```